<1>
C39H46O21 | wB97M-V/def2-TZVPD

## Properties
HOMO-LUMO gap	6.128	eV
SMILES	O=C1C=C(O)C(=O)C=C1O.O=C1C=C(O)C(=O)C=C1O.O=C1C=C(O)C(=O)C=C1O.O=C1C=C(O)C(=O)C=C1O.CC(C)=O.CC(C)=O.CC(C)=O.CC(C)=O.CC(C)=O

Cartesian coordinates (Å):
C -0.635 -2.138 -2.274
C -0.333 -0.597 -2.127
C -0.444 0.074 -0.782
O -0.328 1.277 -0.633
C -0.681 -0.870 0.322
C -1.023 -2.393 0.204
C -0.881 -2.998 -1.176
O -1.279 -4.168 -1.274
O -1.280 -3.281 1.210
O 0.035 0.184 -3.210
H -0.466 -2.671 -3.392
H -0.756 -0.318 1.217
H -1.195 -2.702 2.096
H -0.083 1.008 -2.790
C 2.723 3.909 -5.145
C 3.681 4.896 -4.380
C 3.063 5.629 -3.186
O 3.549 6.603 -2.770
C 1.992 4.993 -2.608
C 1.209 3.811 -3.303
C 1.478 3.468 -4.629
O 0.701 2.712 -5.329
O 0.300 3.027 -2.611
O 4.766 5.420 -5.032
H 3.061 3.748 -6.164
H 1.670 5.339 -1.578
H 0.289 3.321 -1.708
H 5.144 5.959 -4.386
C -3.764 1.109 2.548
C -4.261 2.454 3.269
C -4.937 3.440 2.438
O -5.315 4.495 2.989
C -5.056 3.237 1.068
C -4.733 1.835 0.417
C -4.048 0.916 1.158
O -3.630 -0.124 0.638
O -5.130 1.518 -0.885
O -4.029 2.623 4.595
H -3.272 0.436 3.280
H -5.738 3.895 0.515
H -4.493 0.800 -1.109
H -4.180 3.417 4.872
C -1.451 5.103 3.351
C -1.197 5.084 1.858
C -0.356 4.186 1.246
O -0.105 4.291 0.067
C 0.190 3.058 1.970
C -0.041 2.911 3.493
C -0.816 3.979 4.175
O -0.948 3.926 5.455
O 0.090 1.755 4.307
O -1.584 6.134 1.071
H -1.984 5.735 3.962
H 0.575 2.121 1.378
H 0.410 0.971 3.858
H -0.898 5.926 0.478
C 2.014 -1.039 -5.531
C 2.853 -1.670 -4.322
O 3.433 -1.054 -3.533
C 2.917 -3.215 -4.433
H 2.037 0.056 -5.574
H 1.001 -1.336 -5.219
H 2.367 -1.107 -6.598
H 2.051 -3.679 -3.703
H 3.829 -3.377 -3.850
H 2.836 -3.578 -5.426
C -1.337 -0.978 5.800
C -1.094 -1.751 4.479
O -1.544 -1.448 3.396
C -0.025 -2.916 4.543
H -2.006 -0.124 5.767
H -0.250 -0.708 6.040
H -1.774 -1.596 6.497
H -0.163 -3.207 3.633
H -0.197 -3.692 5.153
H 0.982 -2.327 4.579
C 3.509 1.401 -1.508
C 3.759 2.642 -0.646
O 2.880 3.267 -0.069
C 5.260 3.165 -0.629
H 2.501 1.411 -1.787
H 3.785 0.336 -1.114
H 3.969 1.403 -2.388
H 5.744 2.314 -0.113
H 5.265 4.211 -0.216
H 5.757 3.099 -1.541
C -2.985 -6.370 1.746
C -3.919 -6.345 0.670
O -4.191 -7.382 0.136
C -4.413 -4.912 0.214
H -2.736 -7.358 2.028
H -3.520 -5.856 2.570
H -1.990 -5.788 1.562
H -4.869 -4.892 -0.676
H -3.648 -4.546 -0.037
H -4.944 -4.366 1.018
C 3.000 -5.347 -0.958
C 2.712 -5.193 0.525
O 3.497 -4.536 1.156
C 1.562 -5.828 1.164
H 3.301 -6.419 -1.305
H 3.682 -4.816 -1.425
H 2.085 -5.134 -1.544
H 1.335 -5.760 2.374
H 1.418 -6.885 1.051
H 0.689 -5.242 1.021

<2>
C39H46O21 | wB97M-V/def2-TZVPD

## Properties
HOMO-LUMO gap	5.897	eV
SMILES	O=C1C=C(O)C(=O)C=C1O.O=C1C=C(O)C(=O)C=C1O.O=C1C=C(O)C(=O)C=C1O.O=C1C=C(O)C(=O)C=C1O.CC(C)=O.CC(C)=O.CC(C)=O.CC(C)=O.CC(C)=O

Cartesian coordinates (Å):
C 1.559 2.168 -2.982
C 1.084 3.141 -3.950
C 1.531 3.056 -5.418
O 1.218 3.928 -6.220
C 2.274 1.940 -5.807
C 2.852 0.931 -4.656
C 2.422 1.035 -3.275
O 2.830 0.201 -2.436
O 3.830 0.053 -4.903
O 0.268 4.148 -3.577
H 1.233 2.196 -1.969
H 2.751 1.679 -6.625
H 3.850 -0.174 -5.889
H -0.321 4.588 -4.194
C -5.536 0.401 2.089
C -5.462 -0.874 1.189
C -4.328 -1.113 0.275
O -4.196 -2.137 -0.289
C -3.178 -0.233 0.402
C -3.257 1.050 1.243
C -4.483 1.361 2.171
O -4.464 2.292 2.945
O -2.222 1.807 1.102
O -6.579 -1.682 1.109
H -6.276 0.613 2.557
H -2.418 -0.502 -0.280
H -1.572 1.242 0.557
H -6.269 -2.346 0.442
C -2.133 -1.297 4.052
C -3.604 -1.821 4.133
C -3.928 -3.041 3.435
O -5.100 -3.549 3.615
C -2.991 -3.680 2.560
C -1.527 -3.218 2.544
C -1.144 -2.012 3.406
O -0.004 -1.667 3.371
O -0.496 -3.894 1.965
O -4.562 -1.187 4.908
H -1.805 -0.423 4.451
H -3.159 -4.416 2.026
H -0.614 -4.618 1.423
H -5.359 -1.711 4.534
C -1.199 0.889 -5.771
C -0.508 -0.495 -5.824
C -0.769 -1.366 -4.714
O -0.457 -2.484 -4.679
C -1.609 -0.854 -3.559
C -2.378 0.547 -3.619
C -2.179 1.345 -4.802
O -2.783 2.367 -4.965
O -2.910 1.199 -2.591
O 0.229 -0.887 -6.821
H -1.254 1.503 -6.742
H -1.830 -1.346 -2.813
H -3.399 1.876 -3.035
H 0.713 -1.726 -6.519
C 2.046 0.428 0.834
C 0.836 -0.173 0.050
O -0.109 0.530 -0.214
C 0.714 -1.661 -0.250
H 1.670 0.689 1.981
H 2.382 1.333 0.376
H 2.964 -0.142 0.566
H 0.898 -2.183 0.722
H 1.270 -1.696 -0.896
H -0.366 -2.052 -0.342
C 0.201 1.966 3.749
C 1.564 1.778 4.439
O 2.510 2.413 4.055
C 1.681 0.921 5.656
H -0.692 2.176 4.222
H 0.038 1.054 3.426
H 0.127 2.377 2.817
H 0.956 0.870 6.352
H 2.613 1.014 5.966
H 1.650 -0.334 5.330
C -1.269 -4.519 -1.987
C -0.977 -5.553 -0.995
O -1.490 -5.734 0.014
C 0.156 -6.612 -1.271
H -0.460 -3.816 -1.938
H -2.276 -4.160 -1.747
H -1.414 -5.024 -3.027
H 0.358 -7.200 -0.388
H 1.093 -6.276 -1.597
H 0.074 -7.392 -2.050
C 5.066 -0.062 3.981
C 6.471 -0.433 3.345
O 7.299 -0.905 4.057
C 6.532 -0.264 1.800
H 5.114 -0.044 5.018
H 4.205 -0.809 3.764
H 4.880 0.709 3.504
H 5.756 -0.337 1.274
H 7.260 -0.940 1.442
H 6.732 0.624 1.317
C 1.087 4.330 0.244
C 1.099 5.848 0.787
O 0.509 6.036 1.884
C 1.760 6.938 0.018
H 0.140 4.004 0.111
H 1.543 3.731 1.052
H 1.679 4.267 -0.662
H 1.581 6.480 -0.941
H 2.770 7.003 0.292
H 1.386 8.000 0.280

Stability check: which of them is most stable? <1>.

<1>
C3H4ClFN2 | wB97M-V/def2-TZVPD

## Properties
HOMO-LUMO gap	9.223	eV
SMILES	N/N=C/C(Cl)=C/F

Cartesian coordinates (Å):
C -0.136 -0.575 -0.206
C 1.222 -0.226 -0.073
C 1.594 1.059 -0.124
H -2.291 -1.150 -0.117
H -2.805 0.205 0.817
H -0.437 -1.530 -0.620
H 0.776 1.833 -0.209
N -2.255 -0.088 0.062
N -0.936 0.301 0.226
F 2.801 1.574 0.110
Cl 2.466 -1.403 0.135

<2>
C3H4ClFN2 | wB97M-V/def2-TZVPD

## Properties
HOMO-LUMO gap	9.906	eV

Cartesian coordinates (Å):
C -1.625 0.111 -0.045
C -0.147 -0.177 -0.067
C 0.871 0.620 -0.256
H -3.207 1.280 0.719
H -1.375 1.951 0.638
H -3.436 -0.930 0.026
H 0.548 1.604 -0.244
N -2.056 1.483 -0.007
N -2.363 -0.940 -0.121
F -0.016 -1.481 0.126
Cl 2.585 0.136 0.049

Stability check: which of them is most stable? <1>.

<1>
C4H10N3 | wB97M-V/def2-TZVPD

## Properties
HOMO-LUMO gap	9.471	eV
total charge	+1

Cartesian coordinates (Å):
C -2.242 -1.226 0.413
C -1.706 -0.296 1.150
C 1.816 0.761 0.049
C -0.453 1.060 0.171
N 0.755 1.009 0.941
N -0.120 0.678 -1.167
N 1.139 0.005 -1.125
H -2.886 -1.990 0.827
H -2.108 -1.294 -0.660
H -1.746 -0.079 2.193
H 2.181 1.698 -0.384
H 2.637 0.184 0.476
H -1.008 1.988 0.217
H 0.703 0.401 1.748
H -0.856 0.172 -1.650
H 1.641 0.146 -2.012
H 1.073 -1.009 -0.924

<2>
C4H10N3 | wB97M-V/def2-TZVPD

## Properties
HOMO-LUMO gap (alpha / beta)	8.796 / 8.711	eV
total charge	+1

Cartesian coordinates (Å):
C -0.863 0.764 1.294
C -0.794 0.422 -0.030
C -2.009 0.376 -0.893
C 2.321 1.052 0.162
N 0.606 -2.233 -0.134
N 1.559 0.057 -0.069
N 0.353 0.046 -0.613
H -0.004 0.737 1.945
H -1.799 1.063 1.733
H -1.763 0.003 -1.881
H -2.442 1.370 -0.986
H -2.764 -0.266 -0.443
H 3.337 0.886 0.485
H 1.977 2.068 0.017
H 0.642 -2.690 -1.042
H -0.145 -2.665 0.394
H 1.787 -0.991 0.062

<3>
C4H10N3 | wB97M-V/def2-TZVPD

## Properties
HOMO-LUMO gap	11.850	eV
total charge	+1

Cartesian coordinates (Å):
C -1.085 -0.993 0.312
C 2.157 1.139 0.100
C 1.150 1.258 -1.058
C 0.635 1.120 0.275
N -1.552 -2.246 0.456
N -1.677 -0.267 -0.615
N 0.095 -0.584 0.713
H 2.565 0.214 0.347
H 2.763 1.920 0.438
H 1.163 2.221 -1.470
H 0.877 0.586 -1.827
H 0.116 1.706 0.899
H -2.462 -2.638 0.077
H -1.157 -2.906 1.223
H -2.467 -0.648 -0.980
H -1.626 0.822 -0.521
H 0.504 -0.705 1.631

<4>
C4H10N3 | wB97M-V/def2-TZVPD

## Properties
HOMO-LUMO gap	9.889	eV
total charge	+1

Cartesian coordinates (Å):
C -0.028 1.186 -0.267
C -0.923 0.248 -0.076
C 2.300 0.228 -0.069
C -2.439 0.423 -0.159
N 1.339 1.175 -0.231
N 2.115 -1.043 0.072
N -0.431 -1.507 0.320
H -0.517 2.233 -0.144
H 3.257 0.727 -0.247
H -2.882 -0.562 -0.216
H -2.873 1.016 -0.958
H -2.728 0.677 0.874
H 1.823 2.109 -0.245
H 2.940 -1.548 -0.048
H 0.640 -1.613 0.147
H -0.580 -1.546 1.361
H -1.012 -2.205 -0.114

Stability check: which of them is most stable? <4>.

<1>
C4H10N3 | wB97M-V/def2-TZVPD

## Properties
HOMO-LUMO gap	8.245	eV
total charge	+1

Cartesian coordinates (Å):
C -0.946 -0.927 -1.319
C -0.918 -0.341 1.144
C -1.377 1.448 -0.475
C -1.153 0.007 -0.216
N 3.912 -0.782 0.823
N 1.897 0.230 0.523
N 2.976 -0.173 0.622
H -0.898 -1.935 -0.847
H -1.840 -0.755 -1.899
H -0.147 -0.679 -1.926
H 0.151 -0.038 1.260
H -0.968 -1.345 1.355
H -1.455 0.265 1.799
H -2.002 1.845 -1.282
H -1.782 1.988 0.386
H -0.353 1.840 -0.801
H 4.903 -0.648 0.854

<2>
C4H10N3 | wB97M-V/def2-TZVPD

## Properties
HOMO-LUMO gap	10.704	eV
total charge	+1
SMILES	CN1CCNC1=[NH2+]

Cartesian coordinates (Å):
C 0.045 -0.902 0.002
C -0.778 1.308 -0.220
C -1.954 0.313 0.039
C 1.787 0.888 0.053
N 0.398 0.462 -0.241
N -1.273 -1.019 0.021
N 0.850 -1.970 0.005
H -0.740 1.657 -1.197
H -0.578 2.070 0.483
H -2.373 0.518 0.983
H -2.657 0.508 -0.674
H 2.306 0.951 -0.872
H 1.816 1.768 0.676
H 2.345 0.112 0.573
H -1.774 -1.719 0.373
H 1.894 -1.963 0.241
H 0.687 -2.981 -0.246

Stability check: which of them is most stable? <2>.